# 1
{"formula": "C23H41FMnP2", "method": "ωB97M-V/def2-TZVPD", "elements": ["Mn", "P", "P", "F", "C", "C", "C", "C", "C", "C", "C", "C", "C", "C", "C", "C", "C", "C", "C", "C", "C", "C", "C", "C", "C", "C", "C", "H", "H", "H", "H", "H", "H", "H", "H", "H", "H", "H", "H", "H", "H", "H", "H", "H", "H", "H", "H", "H", "H", "H", "H", "H", "H", "H", "H", "H", "H", "H", "H", "H", "H", "H", "H", "H", "H", "H", "H", "H"], "xyz": [[-0.868757, 0.437028, -0.969243], [3.417760, 1.512332, 0.562370], [-2.830708, -0.656586, -1.055349], [-1.288577, 1.122991, 0.870943], [3.637025, 3.212392, -0.105959], [-0.933713, -1.730872, 2.574096], [-3.070136, -2.411111, -1.369477], [2.763331, -1.246134, 2.580080], [-1.931925, 0.272716, 3.851405], [4.401809, 0.412949, -0.506533], [-4.227420, 0.228929, -0.315687], [0.676721, -3.164061, 1.149217], [-0.820476, -0.527034, 3.315283], [0.359600, -2.085108, 2.102251], [1.672879, 1.154143, -0.233474], [0.556407, -0.197342, 3.406729], [-2.291676, 0.328248, -2.679276], [0.398729, -0.325669, -2.124273], [-0.051075, -0.491479, -3.597736], [-1.613109, 1.636963, -2.215914], [1.101903, 1.008652, 4.056049], [1.293643, -1.189033, 2.697255], [1.343481, 0.871370, -1.764225], [-2.196360, -2.437995, 2.298517], [-0.527633, 2.364718, -2.974442], [-1.572657, -0.427491, -3.817202], [0.968235, 2.158913, -2.565800], [3.089067, -1.873070, 1.735400], [3.582821, 3.262880, -1.202474], [1.333636, 0.303185, 0.372705], [-1.788419, 0.073924, -4.772205], [2.853999, 3.839958, 0.353065], [0.430650, 0.232060, -4.271517], [-2.297616, 2.312449, -1.675094], [-0.635606, 2.251505, -4.067188], [-2.608799, -2.873324, 3.219881], [1.562747, 2.138818, -3.496861], [-3.350781, 0.440770, -2.953780], [2.043871, 1.316142, 3.585781], [1.289973, 0.849456, 5.126859], [5.185407, -0.023717, 0.142177], [-0.714599, 3.432124, -2.793334], [4.879605, 0.945551, -1.347084], [1.317428, 3.028361, -1.985201], [3.196518, -0.239557, 2.453280], [0.758792, -1.292358, -1.718603], [-4.850000, -0.445299, 0.284658], [-2.834006, 0.143826, 3.242640], [-1.669287, 1.335165, 3.841999], [-3.827773, 1.019265, 0.331733], [4.625287, 3.562388, 0.222825], [1.084280, -4.062910, 1.640377], [0.393573, 1.843762, 3.967503], [2.318779, 0.536405, -2.171811], [-2.179112, -0.003694, 4.885836], [1.094877, 2.032955, 0.100306], [3.213239, -1.667218, 3.493770], [-2.946659, -2.969009, -0.428374], [-2.311987, -2.754387, -2.086124], [-4.069670, -2.582581, -1.799045], [3.775471, -0.420525, -0.879463], [-4.812106, 0.676677, -1.124266], [1.417923, -2.821043, 0.409704], [0.298279, -1.472752, -3.952115], [-1.995821, -1.433497, -3.934473], [-0.221299, -3.458959, 0.586978], [-2.046668, -3.267604, 1.597961], [-2.953288, -1.748572, 1.893966]], "forces_ev_per_a": [[0.6, 0.9, 6.0], [-1.8, 0.1, -0.9], [1.8, -0.2, 0.2], [0.3, -0.3, -2.1], [0.3, -0.1, -0.1], [2.2, -1.4, -1.9], [-0.5, -0.2, -0.6], [0.6, 0.0, -0.1], [-0.4, 0.3, 0.0], [0.8, -0.3, -0.1], [0.0, 0.2, -0.3], [0.2, -0.6, -0.4], [1.7, 0.7, 0.6], [-3.2, -0.1, 0.7], [-0.6, 0.0, 0.5], [-0.1, -1.0, -0.7], [-1.9, 0.2, -1.1], [0.7, -1.1, -1.0], [0.7, -0.4, -0.2], [-1.2, -0.2, -0.4], [0.3, 0.5, 0.4], [-0.6, 2.0, 1.0], [1.0, 0.2, -0.4], [-0.5, -0.3, 0.0], [0.2, 1.0, -0.4], [-0.2, 0.0, 0.4], [0.5, -0.2, -0.2], [-0.1, 0.1, 0.2], [0.0, 0.1, 0.3], [-0.1, 0.0, 0.1], [0.0, 0.0, 0.3], [0.4, -0.1, -0.2], [0.0, -0.1, 0.5], [0.2, -0.4, -0.2], [-0.1, -0.2, 0.4], [-0.1, 0.1, -0.2], [-0.3, 0.2, 0.4], [0.3, 0.8, -0.5], [-0.1, 0.0, 0.2], [0.0, 0.1, -0.1], [-0.2, 0.1, -0.6], [-0.1, -0.3, -0.2], [-0.2, -0.3, 0.3], [-0.2, -0.3, -0.3], [-0.2, -0.4, 0.1], [0.0, 0.5, 0.0], [0.2, 0.1, -0.2], [0.1, 0.0, 0.2], [-0.1, -0.2, 0.1], [0.0, -0.2, -0.1], [-0.3, 0.1, -0.1], [-0.1, 0.2, -0.2], [0.2, -0.1, 0.0], [-0.4, 0.0, 0.0], [0.0, 0.0, -0.1], [-0.1, -0.4, 0.1], [-0.1, 0.0, -0.2], [-0.1, 0.3, -0.3], [-0.2, 0.1, 0.2], [0.3, -0.1, 0.2], [0.4, 0.4, 0.2], [-0.2, -0.1, 0.2], [-0.1, -0.2, 0.2], [0.0, 0.3, 0.1], [0.1, 0.2, 0.2], [0.3, -0.1, 0.2], [-0.1, 0.1, 0.1], [0.0, -0.2, 0.0]], "mulliken_charge": [0.2635, 0.2879, 1.0980, -0.8246, -1.1316, 0.6311, -1.0829, -1.0663, -1.6042, -1.1205, -1.3479, -1.6424, 0.2735, 0.7695, -0.4216, 0.8269, -0.7251, 0.2055, -1.2599, -0.0112, -1.6315, 0.2338, 0.1738, -1.3597, -1.4826, -0.6496, -0.8328, 0.3024, 0.3017, -0.8184, 0.4099, 0.3212, 0.2747, 0.7668, 0.2649, 0.3798, 0.3721, 0.6754, 0.3147, 0.3160, 0.3656, 0.4173, 0.3559, 0.4101, 0.1892, 0.7205, 0.4522, 0.3207, 0.3462, 0.3651, 0.4380, 0.2918, 0.3698, 0.5533, 0.3465, 0.5305, 0.3447, 0.2082, 0.3385, 0.4012, 0.3192, 0.4424, 0.2888, 0.4896, 0.3698, 0.3647, 0.3305, 0.1795], "homo_ev": [-9.12, -9.01], "homo_lumo_gap_ev": [4.2, 5.5], "e_above_lowest_kcal_mol": 118.2, "charge": 1, "multiplicity": 5, "s2": 6.4035}

---

# 2
{"formula": "C4H5NO", "method": "ωB97M-V/def2-TZVPD", "elements": ["O", "N", "C", "C", "C", "C", "H", "H", "H", "H", "H"], "xyz": [[1.740748, 1.254900, -0.027596], [0.869388, -1.302478, -0.098684], [-0.251320, 0.015939, 0.372211], [0.525114, 1.134982, 0.247997], [1.986370, -0.962714, -0.270698], [-1.678656, -0.235312, -0.004070], [-2.012442, 0.279969, -0.918815], [-1.687193, -1.303871, -0.198885], [3.040930, -0.827059, -0.439202], [-2.423143, -0.051051, 0.784522], [-0.109797, 1.996694, 0.553224]], "forces_ev_per_a": [[0.0, -0.6, 0.1], [0.1, 1.8, 0.2], [0.8, -0.8, -0.7], [-0.2, -0.3, 0.2], [-1.3, 0.8, 0.3], [0.1, -0.4, 0.0], [0.2, -0.1, 0.3], [-0.4, -0.1, -0.1], [-0.3, -0.2, 0.0], [0.5, 0.0, 0.0], [0.4, 0.0, -0.2]], "mulliken_charge": [-0.6409, -0.3682, 0.0895, 0.1611, 0.2106, -0.9641, 0.2821, 0.3382, 0.3221, 0.2895, 0.2802], "homo_ev": -8.28, "homo_lumo_gap_ev": 8.5, "e_above_lowest_kcal_mol": 89.8, "charge": 0, "multiplicity": 1}

---

# 3
{"formula": "C5H7N3O2", "method": "ωB97M-V/def2-TZVPD", "elements": ["O", "O", "N", "N", "N", "C", "C", "C", "C", "C", "H", "H", "H", "H", "H", "H", "H"], "xyz": [[-0.939779, 2.444544, 0.937769], [-2.859537, -0.500563, 1.185445], [-1.060172, -1.537216, 0.322356], [0.363804, 1.082875, -0.334953], [-3.791105, -1.613163, 1.178664], [1.036993, 1.966361, -1.343761], [0.743415, -0.301498, -0.608771], [-0.576398, 1.424014, 0.455381], [-1.734678, -0.577148, 0.655222], [0.107552, -1.420987, -0.330769], [1.994833, 1.512148, -1.484469], [1.028587, 3.025152, -1.029382], [0.526754, -2.384682, -0.433480], [-4.094618, -1.781177, 2.165761], [1.740410, -0.415207, -0.877201], [-3.194216, -2.336583, 0.689411], [0.448824, 2.042506, -2.329100]], "forces_ev_per_a": [[0.0, -0.1, -0.2], [-3.2, 1.4, 1.8], [-1.5, -3.3, -0.5], [2.9, -2.2, -3.5], [0.8, -1.0, -1.0], [-2.1, 1.3, -0.3], [-0.8, 1.1, 0.8], [-3.8, -1.3, 2.0], [3.1, 4.9, 0.1], [0.2, 0.3, 0.7], [0.6, 0.4, -0.3], [0.5, -0.7, 0.4], [1.1, -0.5, -0.7], [1.2, 0.0, -1.2], [1.5, 0.2, -0.9], [-1.2, 0.3, 1.4], [0.8, -0.8, 1.4]], "mulliken_charge": [-0.4782, -0.1950, -0.6139, 0.0322, -0.4444, -0.8397, -0.2636, 0.5151, 0.3633, -0.2925, 0.3032, 0.3297, 0.4279, 0.2577, 0.3097, 0.3130, 0.2756], "homo_ev": -7.94, "homo_lumo_gap_ev": 8.7, "e_above_lowest_kcal_mol": 142.9, "charge": 0, "multiplicity": 1}

---

# 4
{"formula": "C15H25FGaO2", "method": "ωB97M-V/def2-TZVPD", "elements": ["Ga", "F", "O", "O", "C", "C", "C", "C", "C", "C", "C", "C", "C", "C", "C", "C", "C", "C", "C", "H", "H", "H", "H", "H", "H", "H", "H", "H", "H", "H", "H", "H", "H", "H", "H", "H", "H", "H", "H", "H", "H", "H", "H", "H"], "xyz": [[1.521880, 3.531619, -1.615390], [-2.699636, -6.177711, 2.173920], [-2.168362, -0.156361, 1.287153], [-1.222358, 1.531429, 0.336250], [-1.074482, 2.161294, -0.962701], [-0.345739, 3.501055, -0.775309], [4.499284, -0.308178, -0.185404], [-1.618501, 0.275648, 0.338197], [-5.758821, -4.293360, 1.796223], [-5.276002, -2.997485, 1.917512], [-4.889322, -5.371489, 1.878009], [-3.547310, -5.129689, 2.089491], [-3.920583, -2.773968, 2.125532], [2.879712, 2.343693, -0.581852], [-1.329078, -0.622301, -0.829065], [3.767029, 3.209509, 0.328430], [-3.048532, -3.848855, 2.216642], [3.913554, 0.184706, -1.521663], [3.809112, 1.696915, -1.647271], [-0.316558, -0.457233, -1.172800], [4.678443, 2.649037, 0.536716], [-1.996696, -0.389299, -1.650273], [2.947314, -0.278696, -1.690229], [1.486598, 3.080744, -3.175581], [4.081218, 4.090551, -0.210435], [2.348615, 1.582157, -0.014735], [3.283901, 3.473618, 1.262234], [4.558553, -0.159780, -2.327871], [-0.476427, 1.565862, -1.640226], [-0.944977, 4.289537, -1.219544], [-6.815360, -4.466938, 1.637470], [-5.955367, -2.157862, 1.849249], [-3.540548, -1.765505, 2.212789], [-5.243378, -6.389456, 1.778495], [-1.990103, -3.697408, 2.384430], [2.121601, 5.042336, -1.525084], [4.783340, 2.169000, -1.604944], [-0.324172, 3.718404, 0.285478], [3.802513, -0.982128, 0.288227], [3.400747, 1.891089, -2.632159], [4.645720, 0.529654, 0.483707], [-2.057455, 2.348846, -1.386187], [-1.424792, -1.647020, -0.536073], [5.455428, -0.795979, -0.301358]], "forces_ev_per_a": [[0.2, 0.3, 0.5], [0.0, -0.1, 0.0], [-1.4, -1.1, 2.7], [0.0, 0.5, -0.9], [0.8, 1.5, 0.2], [0.0, -0.4, -0.3], [-0.4, 0.4, -0.3], [0.8, 0.0, -1.3], [0.1, 0.1, 0.0], [0.0, 0.0, 0.0], [-0.1, -0.2, 0.0], [-0.1, 0.2, 0.0], [-0.2, 0.0, 0.1], [0.3, 0.7, -0.9], [0.5, 0.6, -0.4], [-0.3, -0.9, -0.2], [0.2, 0.0, 0.0], [0.9, 0.0, 0.0], [-1.2, -0.3, 0.4], [0.2, 0.0, -0.2], [0.3, 0.0, 0.5], [-0.1, 0.0, -0.2], [-0.3, 0.1, 0.0], [-0.2, -0.2, 0.1], [0.0, 0.5, 0.0], [0.1, -0.2, 0.2], [-0.1, 0.3, 0.2], [0.0, -0.2, -0.3], [-0.1, -0.6, 0.0], [-0.2, 0.2, -0.1], [0.0, 0.0, 0.0], [0.0, 0.0, 0.0], [0.1, 0.0, -0.1], [0.0, 0.0, 0.0], [0.0, 0.0, 0.0], [0.0, 0.0, 0.0], [0.4, 0.0, 0.0], [0.1, 0.1, 0.3], [-0.1, -0.4, 0.3], [0.1, 0.1, -0.4], [0.0, 0.2, 0.2], [-0.3, -0.4, 0.0], [-0.3, -0.5, 0.3], [0.3, -0.3, -0.1]], "mulliken_charge": [0.2986, -0.3189, -0.5625, -0.2778, -0.4766, -0.9961, -1.0541, 0.7154, -0.2296, -0.6373, -0.4920, 0.4330, -0.2346, 0.5203, -0.8367, -1.7479, -0.5426, -0.4439, -1.2397, 0.1970, 0.4151, 0.3075, 0.2028, -0.3156, 0.3959, 0.3968, 0.3500, 0.3898, 0.2507, 0.3428, 0.3515, 0.3856, 0.4519, 0.3972, 0.4520, -0.4088, 0.3998, 0.3699, 0.2492, 0.3731, 0.2724, 0.2627, 0.2885, 0.3454], "homo_ev": -4.29, "homo_lumo_gap_ev": 6.9, "charge": -1, "multiplicity": 1}

---

# 5
{"formula": "C6H13NO5", "method": "ωB97M-V/def2-TZVPD", "elements": ["O", "O", "O", "O", "O", "N", "C", "C", "C", "C", "C", "C", "H", "H", "H", "H", "H", "H", "H", "H", "H", "H", "H", "H", "H"], "xyz": [[-2.802030, 0.324575, -0.270205], [0.203690, -0.454647, 2.379165], [-0.891463, -0.358043, 1.666710], [0.989318, -2.726736, 1.962424], [2.257787, -0.950483, 0.828964], [2.009551, -1.720977, -2.957738], [1.165172, -1.402626, 1.737488], [-2.512639, 1.420275, 0.687151], [-1.601198, 0.907678, 1.992746], [1.666064, -0.966102, -0.538257], [2.771597, -1.215315, -1.723215], [-1.498917, 2.465384, -0.135575], [-3.093963, -0.510920, 0.201041], [1.109789, 0.066614, -0.712833], [-0.505725, 1.827181, -0.313718], [3.356581, -0.243530, -2.060616], [3.561253, -2.067853, -1.474045], [1.108551, -2.174375, -2.684967], [1.769630, -0.930754, -3.597626], [-3.487598, 1.956629, 1.052142], [-1.970067, 2.621559, -1.198180], [-2.333951, 0.766376, 2.918771], [-1.298740, 3.458139, 0.457656], [-0.862824, 1.780727, 2.312755], [0.890133, -1.872776, -0.530038]], "forces_ev_per_a": [[-0.1, 0.3, 2.0], [6.9, -1.5, 2.0], [-5.3, 1.8, -3.1], [1.3, 9.4, -1.4], [-3.7, -0.7, 1.8], [-0.3, 1.1, 0.7], [-0.7, -7.0, -0.1], [2.0, 0.2, -0.2], [-1.1, 1.2, 0.8], [-0.6, -0.1, -0.9], [0.0, -0.5, -0.4], [-0.6, -1.7, -0.4], [0.5, 1.7, -0.5], [1.1, -2.2, 0.3], [-2.0, 1.6, 0.5], [-1.3, -2.0, 1.0], [-1.8, 2.0, 0.0], [1.1, 0.6, -0.3], [0.2, -0.9, 0.9], [1.8, -1.1, -0.6], [0.9, 0.1, 2.1], [1.6, -0.2, -1.8], [-0.4, -2.0, -1.3], [-1.2, -2.1, -0.9], [1.7, 2.0, -0.4]], "mulliken_charge": [-0.5442, -0.2426, -0.0822, -0.4556, -0.3098, -0.6121, 0.6265, 0.2291, -0.4701, -0.0874, -0.2907, -0.7865, 0.3206, -0.0580, 0.0425, 0.2678, 0.2374, 0.2523, 0.2641, 0.2745, 0.3000, 0.2829, 0.3043, 0.2533, 0.2842], "homo_ev": -9.61, "homo_lumo_gap_ev": 9.4, "e_above_lowest_kcal_mol": 187.9, "smiles": "C[C@@H](O)COOC(=O)OCCN", "charge": 0, "multiplicity": 1}

---

# 6
{"formula": "H16O8", "method": "ωB97M-V/def2-TZVPD", "elements": ["O", "O", "O", "O", "O", "O", "O", "O", "H", "H", "H", "H", "H", "H", "H", "H", "H", "H", "H", "H", "H", "H", "H", "H"], "xyz": [[22.143000, 15.223000, -3.358000], [18.552000, 21.939000, -5.025000], [21.021000, 20.003000, -1.460000], [20.666000, 17.051000, -1.667000], [17.802000, 19.304000, -3.923000], [21.255000, 17.165000, -6.632000], [20.412000, 18.550000, -4.148000], [18.942000, 15.693000, -4.562000], [16.953000, 19.142000, -4.272000], [20.796000, 19.323000, -3.760000], [20.295000, 20.494000, -1.819000], [19.490000, 18.663000, -4.240000], [18.235000, 16.061000, -5.050000], [18.849000, 21.048000, -5.092000], [18.865000, 15.837000, -3.625000], [18.533000, 22.227000, -5.930000], [20.536000, 17.444000, -2.531000], [21.150000, 20.205000, -0.549000], [19.794000, 16.680000, -1.481000], [17.693000, 19.516000, -3.000000], [22.093000, 16.679000, -6.526000], [21.803000, 16.111000, -3.502000], [21.019000, 17.591000, -5.801000], [22.124000, 14.706000, -4.105000]], "forces_ev_per_a": [[0.5, 1.5, 3.1], [-0.3, 0.8, 0.4], [0.6, -0.8, -1.3], [-0.6, -0.4, 0.4], [1.5, 0.0, 0.2], [0.4, -0.4, -0.6], [1.9, -1.3, -0.3], [1.7, -0.9, 0.0], [-1.6, -0.2, -0.6], [0.3, 0.7, 0.4], [-0.5, 0.7, 0.3], [-1.9, 0.4, -0.1], [-1.2, 0.7, -0.3], [0.2, -1.2, 0.1], [-0.4, 0.2, 0.3], [0.0, 0.4, -0.6], [0.1, 0.6, -0.5], [-0.1, 0.4, 0.9], [0.3, -0.1, 0.3], [-0.2, 0.1, 0.4], [-0.7, 0.5, 0.2], [-0.1, -0.4, -0.3], [0.3, -0.1, 0.3], [-0.3, -1.3, -2.9]], "mulliken_charge": [-0.6093, -0.6124, -0.5617, -0.5828, -0.5849, -0.6156, -0.5986, -0.5470, 0.2607, 0.1848, 0.2962, 0.4081, 0.2694, 0.3109, 0.2852, 0.2988, 0.2789, 0.2751, 0.3069, 0.2711, 0.3006, 0.3076, 0.3667, 0.2915], "homo_ev": -10.58, "homo_lumo_gap_ev": 10.3, "e_above_lowest_kcal_mol": 64.2, "smiles": "O.O.O.O.O.O.O.O", "charge": 0, "multiplicity": 1}

---

Q: Which formula does entry 5 have?
A: C6H13NO5